Computed, not measured: a 2-piece molecular cluster, C4H2ClO3S2 overall in a non-equilibrium geometry, with ωB97M-V/def2-TZVPD.

Calculated values
molar mass = 197.6 u
E_LUMO (alpha / beta) = 0.079 / 0.065 Ha
Kohn-Sham gap (alpha / beta) = 6.34 / 5.70 eV
relative energy (zero: lowest compared OMol25 entry of this formula, charge and spin) = 0.0 kJ/mol
E = -44513.72729 eV
charge = -1
HOMO (alpha / beta) = -4.18 / -3.93 eV

CARTESIAN COORDINATES (ANGSTROEM)
C 1.28 -0.70 0.29
C 2.30 0.20 0.03
C 0.21 0.19 0.34
C 0.48 1.46 -0.17
O -2.99 -0.64 1.25
O -2.74 0.16 -1.08
O 1.85 1.50 -0.15
S -0.55 2.67 -0.63
S -2.18 -0.53 0.05
Cl -2.11 -2.67 -0.65
H 1.17 -1.85 0.32
H 3.28 0.21 0.41

Atomic partial charges in e from the natural (NBO) method, atoms 1 to 4: number 1, C, carries -0.390; number 2, C, carries 0.051; number 3, C, carries -0.019; number 4, C, carries 0.023



Computed, not measured: a 2-piece molecular cluster, C4H9O2 overall in a non-equilibrium geometry, with ωB97M-V/def2-TZVPD.

Calculated values
molar mass = 89.1 u
E_LUMO (alpha / beta) = 0.030 / -0.116 Ha
multiplicity = 2
Kohn-Sham gap (alpha / beta) = 11.89 / 7.64 eV
relative energy (zero: lowest compared OMol25 entry of this formula, charge and spin) = 23.7 kJ/mol
E = -8386.66225 eV
charge = 0
HOMO (alpha / beta) = -11.08 / -10.79 eV

CARTESIAN COORDINATES (ANGSTROEM)
C -0.15 1.66 1.93
C -1.15 0.73 1.24
H 0.81 1.63 1.42
H -0.46 2.72 1.81
H -0.15 1.55 3.01
H -0.73 -0.27 1.39
H -1.23 0.96 0.19
H -2.14 0.89 1.68
C 0.65 -2.06 -1.68
C 0.88 -0.60 -1.97
O 1.97 -0.16 -2.31
O -0.15 0.14 -1.72
H 1.66 -2.41 -1.50
H 0.30 -2.60 -2.56
H -0.11 -2.19 -0.93

Atomic partial charges in e from the natural (NBO) method, atoms 1 to 4: number 1, C, carries -0.607; number 2, C, carries -0.608; number 3, H, carries 0.206; number 4, H, carries 0.196